14
Properties=species:S:1:pos:R:3:forces:R:3 method="wB97M-V/def2-TZVPD" homo_energy_ha=-0.307 charge=0 lumo_energy_ev=-0.1409 orbital_gap_ha=0.302 spin_multiplicity=1
C -1.10649 -0.11933 1.16573 -1.3 0.4 -0.2
C 0.19928 -0.93429 -0.72903 2.3 -1.6 1.5
C -0.17420 1.59537 -0.25292 0.1 -1.0 1.1
C -0.43661 0.12684 0.06518 -0.2 0.4 0.7
O -1.92138 -0.23227 2.01014 1.0 -0.2 -0.2
O 1.22311 -1.24111 3.28194 0.8 1.4 -0.2
I 0.25851 -2.73840 3.40304 -2.8 -0.8 -0.1
H -0.14169 -0.91217 -1.71822 -0.9 -0.3 -1.5
H 0.03092 -1.96779 -0.24459 0.4 1.5 -1.0
H 1.32859 -0.73841 -0.85222 -1.4 -0.4 0.6
H 0.92283 1.70664 -0.08080 -0.8 0.6 -0.6
H -0.75080 2.15533 0.49394 0.4 0.4 -0.4
H -0.55797 1.81774 -1.25306 0.5 0.2 0.1
H -1.46026 -2.18526 3.20212 2.0 -0.6 0.3

=====

66
Properties=species:S:1:pos:R:3:forces:R:3 method="wB97M-V/def2-TZVPD" homo_energy_ha="-0.345 / -0.420" charge=+1 lumo_energy_ev="-2.1970 / -2.1956" orbital_gap_ha="0.264 / 0.340" spin_multiplicity=8
Eu -0.31810 -1.42743 1.70685 0.1 0.6 0.3
N -1.88021 -2.42144 -0.31577 -1.0 0.4 1.0
C -1.61467 -3.83662 -0.56369 -0.7 -0.4 0.0
C -0.09518 -4.05300 -0.34489 -1.5 -0.7 -0.3
N 0.44128 -3.73490 0.97607 0.7 0.1 -0.7
C 0.28042 -4.79018 1.96794 0.4 -0.5 -0.1
C -1.08308 -4.77793 2.60686 0.0 0.7 0.0
N -1.25747 -3.44315 3.23621 -1.6 -0.3 0.1
H -2.85334 -2.09233 -0.34271 0.4 -0.8 0.0
H -1.41457 -1.89607 -1.01536 0.7 0.7 -0.8
H -1.96522 -4.13901 -1.57887 0.8 0.1 0.4
H -2.25127 -4.47088 0.07667 0.4 0.4 0.0
H 0.37598 -3.40625 -1.04175 0.6 0.6 -0.7
H 0.12625 -5.06730 -0.64349 0.2 -0.5 -0.1
H 1.44490 -3.54945 0.80653 -0.7 -0.3 0.5
H 1.01804 -4.65678 2.73872 0.3 0.2 0.3
H 0.53262 -5.73714 1.51711 -0.2 -0.7 -0.2
H -1.26641 -5.58918 3.29585 0.5 -0.3 0.4
H -1.83798 -4.92885 1.85114 -0.3 0.3 -0.2
H -0.58375 -3.27771 3.96701 0.5 -0.3 0.3
H -2.15919 -3.45414 3.73658 0.5 0.2 -0.4
Cl 4.36760 -0.80296 5.38132 -0.7 -0.3 -0.1
C 3.17936 -2.13771 5.52681 0.5 0.5 0.5
Cl 4.10466 -3.64129 5.68807 -0.3 0.0 0.3
Cl 2.04518 -1.82289 6.88813 0.6 -0.3 -0.6
C 2.38615 -2.27386 4.30920 -0.9 -0.4 -1.0
N 1.71974 -2.51359 3.39636 0.9 0.7 0.9
C -1.57293 1.10837 -4.07277 1.3 -0.1 -1.9
C -2.69342 1.65493 -3.24758 -1.1 0.0 0.2
C -2.36059 2.12722 -1.83274 -2.0 -0.7 0.4
C -1.45815 1.17863 -1.08178 1.0 0.8 0.5
N -0.07262 1.57688 -1.37946 -0.2 1.5 -0.5
C 1.04561 0.88403 -1.32035 0.5 -0.2 0.1
S 1.08433 -0.79603 -0.90607 0.1 0.5 -0.2
N 2.18979 1.53743 -1.61679 -0.3 -0.4 -0.1
C 2.28876 2.98047 -1.89813 0.3 -1.4 0.0
C 1.94099 3.37864 -3.29820 -0.5 0.4 -0.2
C 1.91776 4.89726 -3.49944 1.2 -0.1 1.2
C 0.80904 5.57778 -2.67351 0.6 -0.1 -1.6
H -1.86011 0.89613 -5.14062 -0.1 0.3 1.0
H -1.09835 0.15544 -3.76178 -0.4 0.5 0.4
H -0.76425 1.84795 -4.15849 0.0 -0.2 0.0
H -3.38822 0.83592 -3.11241 -0.6 -0.2 -0.1
H -3.24743 2.47749 -3.76873 0.5 -0.7 0.3
H -3.33751 2.21368 -1.26813 1.0 -0.1 -0.6
H -1.99015 3.11629 -1.88853 0.7 1.2 0.3
H -1.61167 0.18779 -1.46352 0.0 -0.6 0.0
H -1.57047 1.21917 0.01456 -0.3 -0.1 -0.4
H 0.02144 2.56163 -1.69536 -0.2 -1.1 0.4
H 3.00333 0.94116 -1.65324 0.0 0.2 0.0
H 3.31133 3.25702 -1.72181 0.5 0.1 0.2
H 1.71243 3.45943 -1.16243 -0.8 0.9 1.1
H 1.01132 2.94581 -3.67155 -0.2 0.0 0.3
H 2.69933 2.91613 -3.87736 0.8 -0.3 -1.0
H 1.76217 5.07293 -4.54942 0.1 0.3 -0.4
H 2.94144 5.30664 -3.20405 -1.2 -0.3 -0.5
H -0.13294 5.13534 -3.01204 -0.2 0.2 0.4
H 0.81802 6.63696 -2.93954 -0.3 0.0 0.3
H 0.97462 5.46146 -1.62189 -0.2 0.0 0.6
Cl 0.43876 3.11958 3.57109 0.6 1.5 -0.2
C -0.74505 2.03338 4.27895 0.6 -0.3 1.0
C -0.60845 0.91002 3.29947 0.5 -0.4 1.3
O 0.32878 0.13783 3.58293 1.0 -1.4 0.4
O -1.26224 0.77600 2.26947 -2.1 0.5 -1.8
H -1.68539 2.54597 4.43362 -0.2 -0.1 -0.3
H -0.28106 1.66929 5.22073 -0.7 0.4 -0.5

=====

28
Properties=species:S:1:pos:R:3:forces:R:3 method="wB97M-V/def2-TZVPD" homo_energy_ha=-0.481 charge=+1 lumo_energy_ev=-2.3870 orbital_gap_ha=0.393 spin_multiplicity=1
C 3.42041 0.34550 0.01225 0.0 0.0 0.0
C 3.03632 -0.98475 0.04339 0.0 0.0 0.0
C 2.46777 1.35053 -0.00984 -0.1 -0.2 0.0
C 1.69330 -1.33065 0.05282 -0.2 -0.1 0.0
C 1.12012 1.02162 0.00351 0.0 -0.2 0.0
C 0.75132 -0.32040 0.04535 0.8 0.4 0.1
C 0.00195 1.98388 0.01018 -3.0 -2.8 1.2
C -1.35253 0.66487 0.57427 2.6 3.8 -1.0
C -2.73245 1.01822 0.11952 -0.1 -0.3 0.0
C -1.09564 -1.71691 0.85468 -0.2 -0.8 0.5
C -1.09212 -0.81033 -1.37866 -0.3 -0.2 -0.9
N -0.71222 -0.55840 0.02615 0.3 -0.1 0.0
H 4.46729 0.60303 0.00816 0.1 0.0 0.0
H 3.78242 -1.76266 0.06395 0.1 -0.1 0.0
H 2.76160 2.38792 -0.03648 0.1 0.1 0.0
H 1.41641 -2.37220 0.07377 -0.1 -0.1 0.0
H 0.03066 2.75043 0.76977 0.0 0.1 0.1
H -0.31944 2.35537 -0.95374 0.0 0.1 -0.2
H -1.23786 0.66820 1.65412 0.1 -0.2 0.0
H -3.03352 1.93139 0.62520 0.0 0.0 0.1
H -3.44849 0.24369 0.39838 -0.2 0.0 0.0
H -2.80042 1.18950 -0.95106 0.0 0.0 -0.1
H -2.18021 -1.76130 0.93986 0.0 0.1 -0.1
H -0.74901 -2.64346 0.40263 0.0 0.1 -0.1
H -0.66162 -1.62174 1.84887 0.0 0.1 -0.1
H -2.15143 -1.04618 -1.45257 0.0 0.0 0.1
H -0.86809 0.06530 -1.98397 0.0 0.0 0.1
H -0.51451 -1.65045 -1.76048 0.0 0.0 0.1

=====

Quick rundown of ΔE to the lowest compared entry with this formula, charge and spin, same order as above: 108.0; 9.2; 0.0 kcal/mol
Quick rundown of electronic energy, same order as above: -604.59720; -4096.95287; -483.23170 hartree